# C33H44N4P2Pb

C33H44N4P2Pb as an isolated structure at a distorted geometry (ωB97M-V/def2-TZVPD, the Open Molecules 2025 dataset).

Charge   +2
Highest occupied orbital energy (spin up / spin down)   -11.813 / -11.813 eV
DFT total energy   -64697.9835 eV
Energy above the lowest of the compared OMol25 structures with the same formula, charge and spin   0.0 kJ/mol

```
84
Properties=species:S:1:pos:R:3:forces:R:3:mulliken_charge:R:1
Pb -3.456322 -3.129064 2.336421 0.791 -1.828 -1.252 1.042
C -0.809825 -4.044408 -0.612694 -0.647 -0.517 0.235 -0.592
C -0.233003 -3.168010 0.199789 -0.586 0.340 1.149 -0.677
C 0.157704 -1.755166 -0.126698 0.892 0.200 -0.033 -0.507
C -0.904074 -0.646663 0.019035 0.210 0.390 -0.037 0.027
C -2.266075 -0.884041 -0.561405 -0.676 -0.515 0.121 -0.568
C -2.563549 -1.669936 -1.605093 -0.287 -0.300 0.837 -0.186
C -1.566942 -2.384959 -2.461979 0.050 0.014 -0.715 -0.886
C -1.172767 -3.820480 -2.048590 -0.063 -0.180 -0.198 -0.806
C -5.128187 -2.066716 1.268911 -2.339 1.164 -0.531 -0.915
H -1.128577 -5.022847 -0.210912 0.450 0.520 -0.160 0.528
H -0.070087 -3.437574 1.261060 0.023 -0.130 -0.617 0.606
H 0.588380 -1.703766 -1.136046 0.029 -0.061 0.407 0.217
H 0.966552 -1.500968 0.584256 -0.207 0.019 -0.463 0.510
H -1.014827 -0.395627 1.085455 -0.020 -0.048 -0.221 0.334
H -0.493130 0.263719 -0.453955 0.058 -0.141 0.270 -0.393
H -3.086040 -0.394701 -0.010348 0.323 -0.174 -0.378 0.686
H -3.616289 -1.904770 -1.823834 0.376 0.410 0.014 0.315
H -0.658872 -1.780529 -2.570736 -0.363 -0.100 -0.152 0.416
H -2.037765 -2.474268 -3.456175 0.421 0.102 0.200 0.389
H -1.992173 -4.510240 -2.300795 0.228 0.187 0.040 0.380
H -0.314364 -4.119368 -2.674534 -0.311 0.005 0.083 0.332
H -5.887421 -2.848482 1.140685 0.450 0.048 0.127 0.309
H -4.913913 -1.596762 0.298306 0.462 -0.320 0.555 0.233
H -5.451188 -1.353440 2.041528 0.282 -0.081 -0.309 0.441
P 1.686938 4.346399 -0.135148 0.115 3.343 0.503 -0.049
P 3.601870 2.267321 0.928025 3.321 -1.654 0.174 -0.259
N 0.914323 4.663350 -1.676635 -0.797 -0.867 -1.684 0.265
N 1.462510 6.045017 0.443190 -0.178 -1.183 0.544 0.303
N 4.154796 1.219658 -0.383782 -0.904 0.037 -0.422 0.477
N 4.892345 1.781791 2.043448 -0.532 0.486 0.716 0.338
C 3.444490 4.515179 -0.703283 0.191 -0.255 -0.123 -0.639
C 4.373856 3.828231 0.318471 -0.149 0.559 -0.037 -1.094
C 0.074932 3.698306 -2.265239 1.780 2.004 1.345 -0.138
C -0.161265 4.075009 -3.577849 0.667 2.111 -1.838 -0.566
C 0.544604 5.301549 -3.819800 -1.696 -2.343 -0.353 -0.644
C 1.200543 5.637591 -2.640266 -0.236 -1.239 1.462 0.138
C 0.610518 6.321782 1.521838 0.683 1.150 -0.227 -0.419
C 0.748202 7.662368 1.863922 0.136 -1.041 -0.550 -0.596
C 1.710709 8.239450 0.974277 -0.175 -1.539 -0.523 -0.797
C 2.118780 7.228163 0.109048 -0.185 0.613 0.682 -0.039
C 3.385333 0.126144 -0.807873 0.837 0.459 -0.555 -0.355
C 3.981908 -0.412696 -1.934057 -0.462 0.186 0.552 -0.381
C 5.143174 0.361984 -2.226068 -0.242 0.595 0.873 -1.060
C 5.231152 1.349974 -1.259413 -0.412 -0.403 -0.445 -0.170
C 6.258816 1.568453 1.828318 -0.017 0.143 0.581 -0.110
C 6.904292 1.529726 3.053691 -0.975 0.154 -0.701 -0.631
C 5.912285 1.746478 4.061896 -0.520 0.112 -0.190 -0.528
C 4.695304 1.904758 3.431922 0.916 -0.178 -0.550 -0.420
H 3.748151 5.560939 -0.852128 -0.233 -0.362 0.091 0.459
H 3.525113 4.027747 -1.687397 -0.039 -0.135 0.258 0.522
H 5.371882 3.690834 -0.116429 -0.333 -0.067 0.246 0.416
H 4.518013 4.476298 1.196989 -0.153 -0.182 -0.118 0.526
H -0.247735 2.861294 -1.676929 -0.131 -0.237 0.023 0.482
H -0.771394 3.531699 -4.284473 0.043 0.106 0.019 0.444
H 0.565265 5.859157 -4.737015 -0.035 0.088 -0.119 0.484
H 1.838106 6.478402 -2.413445 -0.050 -0.055 0.011 0.346
H 0.007168 5.535255 1.935733 -0.077 -0.030 0.133 0.424
H 0.226419 8.165132 2.662789 0.018 -0.044 -0.048 0.422
H 2.067835 9.252693 0.975731 -0.005 0.093 -0.080 0.457
H 2.829432 7.269450 -0.703089 -0.003 0.104 0.228 0.292
H 2.496053 -0.135354 -0.253528 0.114 -0.078 -0.110 0.171
H 3.616087 -1.270706 -2.486569 0.123 0.160 0.118 0.449
H 5.829912 0.224790 -3.044910 0.030 -0.054 0.060 0.464
H 5.970959 2.132052 -1.133289 -0.193 -0.298 -0.120 0.428
H 6.653260 1.451383 0.826665 -0.082 -0.058 0.321 0.304
H 7.959540 1.365386 3.210655 -0.096 -0.023 -0.054 0.446
H 6.077589 1.783981 5.134623 -0.060 -0.045 -0.308 0.410
H 3.701245 2.092382 3.803151 0.037 -0.036 0.152 0.354
C -5.366740 -8.136902 1.123746 0.495 -0.200 -0.014 -1.561
C -5.951814 -6.721990 1.036752 -0.353 -0.278 -0.145 1.989
C -6.931348 -6.665887 -0.144759 -0.049 0.247 -0.403 -1.446
C -6.734154 -6.423301 2.325741 0.061 0.391 0.380 -1.489
C -4.866651 -5.721467 0.908548 -0.579 -0.486 0.604 0.433
C -3.982051 -4.871105 0.989366 0.470 1.029 0.806 -1.536
H -6.163505 -8.883033 1.255449 0.151 0.346 -0.054 0.401
H -4.678009 -8.214407 1.970975 -0.090 -0.058 -0.105 0.384
H -4.812364 -8.377718 0.211370 -0.086 -0.036 0.131 0.384
H -7.716334 -7.428587 -0.021765 0.336 0.260 0.039 0.379
H -7.412648 -5.682604 -0.203965 0.035 -0.178 -0.017 0.366
H -6.414118 -6.849365 -1.092324 -0.114 -0.016 0.132 0.393
H -6.064756 -6.426453 3.195710 -0.161 -0.097 -0.133 0.386
H -7.205184 -5.431882 2.270866 0.015 -0.241 0.008 0.363
H -7.520884 -7.175029 2.486868 0.286 0.220 -0.142 0.390
```
Positions in Å, forces in eV/Å.


# C3H6N2O2

A 2-piece molecular cluster, C3H6N2O2 overall at a distorted geometry (ωB97M-V/def2-TZVPD, the Open Molecules 2025 dataset).

Charge   0
Structure (SMILES)   [H]/N=C\C.O=C=NO
Highest occupied orbital energy   -9.413 eV
DFT total energy   -10278.1580 eV
Energy above the lowest of the compared OMol25 structures with the same formula, charge and spin   640.6 kJ/mol

```
13
Properties=species:S:1:pos:R:3:forces:R:3:mulliken_charge:R:1
H -2.008775 -1.166823 1.082273 0.035 0.034 -0.011 0.275
N -1.363532 -1.091650 0.287386 0.054 0.337 0.012 -0.573
C -0.368721 -0.345560 0.555391 0.982 -0.690 0.229 0.345
C -0.054854 0.350131 1.850921 -0.157 -0.020 0.114 -1.081
H 0.624353 -0.694518 -0.237637 -1.209 0.828 0.645 0.355
H 1.002640 0.249884 2.103951 -0.019 0.057 -0.161 0.306
H -0.280260 1.414568 1.757084 0.044 0.006 0.066 0.266
H -0.622619 -0.063122 2.687763 -0.157 0.057 -0.080 0.388
O -0.229365 1.901659 -1.229894 0.028 -1.112 0.729 -0.366
C 0.171817 0.803702 -1.127770 0.238 1.081 -1.658 0.447
N 0.878202 -0.202958 -1.548970 0.299 -1.598 -0.125 -0.266
O 1.362112 -0.207649 -2.881595 -0.218 0.759 -0.069 -0.438
H 0.889002 -0.947664 -3.298903 0.080 0.262 0.308 0.343
```
Positions in Å, forces in eV/Å.